# 1
A molecular structure, C53H66AsIrN5O3S2Si in a non-equilibrium geometry. Source: the OMol25 dataset; level of theory: ωB97M-V/def2-TZVPD.

Output
**Gap between HOMO and LUMO (spin up / spin down)**: 5.7 / 5.5 eV
**Lowest unoccupied orbital energy (spin up / spin down)**: -3.666 / -3.875 eV
**Total charge**: +1
**Energy relative to the best compared isomer or geometry (same formula, charge and spin)**: 41.24 kcal/mol

Last column: Löwdin charge in e.
Cartesian coordinates (Å):
1 Ir -0.87 -0.38 0.30  0.9735
2 C 1.80 0.41 1.87  -0.0857
3 N 0.98 -0.80 1.75  -0.2773
4 C 1.78 -1.88 1.16  -0.0662
5 C 0.42 -1.29 2.98  -0.2472
6 C 1.14 -1.22 4.16  -0.0268
7 C 0.77 -1.97 5.26  -0.0799
8 C -0.33 -2.82 5.16  -0.0737
9 C -1.08 -2.87 4.00  -0.0099
10 C -0.77 -2.06 2.89  -0.2507
11 N -1.48 -1.97 1.73  -0.0450
12 C -2.46 -2.85 1.35  -0.2283
13 C -3.41 -3.47 2.18  -0.0454
14 C -4.19 -4.52 1.72  -0.0709
15 C -4.09 -4.94 0.41  -0.0743
16 C -3.31 -4.22 -0.48  -0.0240
17 C -2.52 -3.17 -0.03  -0.2069
18 N -1.74 -2.36 -0.94  -0.2578
19 C -2.58 -1.83 -2.01  -0.0877
20 C -0.64 -3.14 -1.51  -0.1055
21 H 2.79 0.18 2.29  0.0996
22 H 1.96 0.82 0.87  0.0647
23 H 1.30 1.14 2.50  0.0653
24 H 2.59 -2.17 1.84  0.1141
25 H 1.15 -2.74 0.98  0.0816
26 H 2.22 -1.55 0.21  0.0530
27 H 2.04 -0.63 4.20  0.1113
28 H 1.36 -1.95 6.15  0.1028
29 H -0.59 -3.46 5.98  0.1100
30 H -1.89 -3.57 3.96  0.0898
31 H -3.56 -3.10 3.18  0.0848
32 H -4.86 -5.01 2.41  0.1102
33 H -4.66 -5.79 0.06  0.1058
34 H -3.31 -4.48 -1.52  0.1148
35 H -2.85 -2.61 -2.74  0.0981
36 H -3.49 -1.40 -1.59  0.0765
37 H -2.02 -1.05 -2.54  0.0517
38 H -0.99 -4.05 -2.00  0.1060
39 H -0.12 -2.52 -2.23  0.0279
40 H 0.05 -3.42 -0.72  0.0714
41 C 1.48 1.33 -4.98  -0.0229
42 C 1.58 -0.18 -5.14  -0.6327
43 C 2.32 -0.54 -6.43  -0.0145
44 C 0.17 -0.79 -5.14  -0.0310
45 O 2.32 -0.76 -4.07  -0.1400
46 Si 2.53 -0.43 -2.51  -0.0823
47 S 0.57 -0.07 -1.71  0.4907
48 O 3.31 -1.66 -1.81  -0.1392
49 C 3.80 -2.96 -2.16  -0.6186
50 C 4.27 -3.03 -3.61  -0.0175
51 C 4.98 -3.24 -1.22  -0.0151
52 C 2.69 -3.98 -1.94  -0.0133
53 O 3.26 0.96 -2.10  -0.1523
54 C 4.62 1.36 -2.15  -0.6262
55 C 5.31 0.89 -0.87  -0.0107
56 C 5.32 0.77 -3.37  -0.0108
57 C 4.63 2.89 -2.23  -0.0213
58 H 0.91 1.76 -5.80  0.0959
59 H 2.47 1.77 -4.98  0.0821
60 H 0.99 1.59 -4.04  0.0533
61 H 1.78 -0.17 -7.29  0.0894
62 H 2.42 -1.62 -6.52  0.0860
63 H 3.32 -0.10 -6.42  0.0846
64 H -0.39 -0.43 -6.00  0.0907
65 H -0.35 -0.52 -4.23  0.0279
66 H 0.24 -1.88 -5.20  0.0906
67 H 5.12 -2.38 -3.78  0.0800
68 H 3.47 -2.72 -4.28  0.0724
69 H 4.55 -4.05 -3.84  0.0955
70 H 5.77 -2.51 -1.37  0.0822
71 H 5.37 -4.23 -1.44  0.0912
72 H 4.66 -3.20 -0.18  0.0835
73 H 1.87 -3.78 -2.62  0.0812
74 H 2.33 -3.92 -0.91  0.0711
75 H 3.06 -4.98 -2.12  0.0956
76 H 5.21 -0.19 -0.78  0.0681
77 H 4.83 1.34 0.00  0.0838
78 H 6.36 1.16 -0.88  0.0926
79 H 5.31 -0.32 -3.31  0.0636
80 H 6.35 1.11 -3.43  0.0975
81 H 4.80 1.06 -4.28  0.0838
82 H 4.12 3.31 -1.37  0.0795
83 H 4.12 3.22 -3.13  0.0829
84 H 5.65 3.25 -2.25  0.0900
85 C -4.59 4.90 0.94  -0.0722
86 C -5.16 3.81 1.58  -0.0732
87 C -4.37 2.76 2.01  -0.1024
88 C -2.99 2.79 1.82  -0.3570
89 C -2.43 3.89 1.20  -0.1207
90 C -3.21 4.94 0.76  -0.0650
91 As -1.80 1.31 2.32  1.3759
92 C -0.96 2.27 3.80  -0.2950
93 C 0.00 3.27 3.71  -0.1037
94 C 0.39 3.95 4.85  -0.0669
95 C -0.15 3.60 6.08  -0.0596
96 C -1.10 2.60 6.17  -0.0063
97 C -1.52 1.93 5.03  -0.1849
98 C -2.59 0.93 4.97  -0.1818
99 C -3.32 0.46 6.06  -0.0029
100 C -4.35 -0.44 5.85  -0.0544
101 C -4.66 -0.87 4.57  -0.0724
102 C -3.94 -0.41 3.49  -0.1223
103 C -2.90 0.48 3.68  -0.3168
104 H -5.21 5.71 0.60  0.1095
105 H -6.23 3.79 1.75  0.1089
106 H -4.83 1.91 2.51  0.0970
107 H -1.35 3.93 1.06  0.0935
108 H -2.76 5.79 0.27  0.1144
109 H 0.43 3.53 2.75  0.1021
110 H 1.11 4.75 4.79  0.1091
111 H 0.16 4.13 6.97  0.1107
112 H -1.52 2.35 7.14  0.1113
113 H -3.09 0.81 7.05  0.1118
114 H -4.92 -0.79 6.70  0.1109
115 H -5.48 -1.56 4.42  0.1112
116 H -4.18 -0.75 2.48  0.0974
117 N -4.05 0.73 -0.54  0.1157
118 C -3.16 1.58 -1.10  -0.7001
119 N -1.91 1.62 -0.75  -0.0518
120 C -1.21 2.58 -1.45  -0.3870
121 C 0.11 2.97 -1.23  -0.0910
122 C 0.67 3.92 -2.06  -0.0663
123 C -0.06 4.48 -3.10  -0.0760
124 C -1.39 4.17 -3.28  -0.0799
125 C -1.96 3.23 -2.44  -0.4486
126 S -3.62 2.66 -2.40  1.1181
127 H -3.73 0.31 0.33  0.0591
128 H -5.03 0.97 -0.60  0.1129
129 H 0.66 2.52 -0.42  0.0809
130 H 1.69 4.23 -1.89  0.1009
131 H 0.42 5.19 -3.76  0.1087
132 H -1.97 4.64 -4.06  0.1112

=====

# 2
2 unconnected molecules or ions with the total composition C3H8ClN3 in a non-equilibrium geometry. Source: the OMol25 dataset; level of theory: ωB97M-V/def2-TZVPD.

Output
**Gap between HOMO and LUMO (spin up / spin down)**: 8.2 / 7.4 eV
**Lowest unoccupied orbital energy (spin up / spin down)**: -0.299 / -0.465 eV
**Energy relative to the best compared isomer or geometry (same formula, charge and spin)**: 106.51 kcal/mol

Last column: natural (NBO) charge in e.
Cartesian coordinates (Å):
1 C -1.26 -0.44 -1.78  0.6035
2 C 0.10 1.64 -0.17  -0.4653
3 C -0.22 -0.29 1.06  -0.4753
4 N -1.73 0.22 -2.70  -0.5201
5 N -0.82 -1.68 -1.49  -0.8380
6 N -0.77 0.64 0.22  -0.4362
7 Cl -2.46 1.73 -2.30  0.1441
8 H 1.07 1.44 -0.50  0.1689
9 H -0.50 2.21 -1.04  0.2177
10 H 0.23 2.49 0.59  0.1995
11 H 0.80 -0.69 0.73  0.1401
12 H 0.09 0.08 2.02  0.2320
13 H -0.73 -1.30 1.27  0.1990
14 H -0.37 -1.62 -0.53  0.4292
15 H -0.43 -2.18 -2.22  0.4010

=====

# 3
A molecular structure, C53H43CaN9O2P2S in a non-equilibrium geometry. Source: the OMol25 dataset; level of theory: ωB97M-V/def2-TZVPD.

Output
**Gap between HOMO and LUMO**: 6.8 eV
**Lowest unoccupied orbital energy**: -0.405 eV

Last column: Löwdin charge in e.
Cartesian coordinates (Å):
1 Ca 0.89 0.22 1.29  1.1474
2 O 0.49 0.54 -1.03  -0.6798
3 S -0.90 0.01 -1.41  0.9568
4 C -1.48 1.27 -2.52  -0.2804
5 C -1.31 1.10 -3.88  -0.0445
6 C -1.71 2.07 -4.83  -0.0020
7 C -2.27 3.22 -4.37  -0.1493
8 C -2.79 4.42 -5.12  -0.0954
9 C -3.19 5.44 -4.02  -0.0953
10 C -2.88 4.73 -2.72  -0.1525
11 C -2.95 5.16 -1.43  -0.0030
12 C -2.53 4.28 -0.41  -0.0730
13 C -2.08 3.00 -0.62  -0.2547
14 P -1.59 2.03 0.88  1.0636
15 C -3.18 1.67 1.69  -0.3590
16 C -3.51 0.32 1.82  -0.1106
17 C -4.72 -0.07 2.39  -0.0812
18 C -5.61 0.89 2.84  -0.0820
19 C -5.30 2.24 2.71  -0.0736
20 C -4.10 2.63 2.13  -0.0960
21 C -0.80 3.33 1.90  -0.3788
22 C 0.39 3.88 1.42  -0.1054
23 C 1.13 4.76 2.20  -0.0722
24 C 0.69 5.10 3.46  -0.0769
25 C -0.49 4.56 3.96  -0.0792
26 C -1.22 3.67 3.19  -0.1058
27 C -1.99 2.52 -1.98  -0.1087
28 C -2.38 3.43 -2.98  -0.0832
29 C -0.69 -1.40 -2.48  -0.3417
30 C -1.85 -1.81 -3.09  -0.0900
31 C -1.86 -2.64 -4.23  -0.0065
32 C -0.65 -2.98 -4.77  -0.1462
33 C -0.29 -3.73 -6.03  -0.0943
34 C 1.26 -3.85 -6.00  -0.0935
35 C 1.68 -3.17 -4.71  -0.1524
36 C 2.89 -3.03 -4.11  -0.0024
37 C 2.92 -2.53 -2.78  -0.0640
38 C 1.82 -2.06 -2.12  -0.2676
39 P 1.72 -2.05 -0.27  1.0674
40 C 0.89 -3.67 -0.10  -0.3586
41 C 1.36 -4.82 -0.74  -0.0873
42 C 0.66 -6.02 -0.64  -0.0775
43 C -0.52 -6.08 0.09  -0.0837
44 C -1.00 -4.95 0.73  -0.0739
45 C -0.29 -3.75 0.63  -0.1051
46 C 3.44 -2.32 0.28  -0.3839
47 C 3.79 -3.36 1.13  -0.0883
48 C 5.07 -3.42 1.67  -0.0745
49 C 6.00 -2.43 1.37  -0.0811
50 C 5.65 -1.38 0.54  -0.0815
51 C 4.37 -1.32 0.00  -0.1205
52 C 0.57 -1.97 -2.85  -0.1245
53 C 0.53 -2.66 -4.07  -0.0900
54 H -0.85 0.20 -4.25  0.1073
55 H -1.55 1.88 -5.88  0.1193
56 H -3.64 4.15 -5.75  0.1191
57 H -2.02 4.83 -5.78  0.1198
58 H -4.25 5.70 -4.07  0.1186
59 H -2.63 6.37 -4.10  0.1194
60 H -3.30 6.16 -1.17  0.1185
61 H -2.54 4.66 0.60  0.0965
62 H -2.80 -0.43 1.50  0.0928
63 H -4.95 -1.12 2.49  0.1063
64 H -6.55 0.60 3.29  0.1035
65 H -5.99 3.00 3.05  0.1042
66 H -3.87 3.68 2.03  0.0978
67 H 0.77 3.60 0.44  0.1073
68 H 2.07 5.14 1.82  0.1084
69 H 1.28 5.78 4.07  0.1042
70 H -0.83 4.82 4.95  0.1036
71 H -2.12 3.24 3.59  0.0925
72 H -2.80 -1.38 -2.76  0.1211
73 H -2.79 -2.92 -4.69  0.1175
74 H -0.63 -3.18 -6.91  0.1171
75 H -0.78 -4.70 -6.07  0.1182
76 H 1.72 -3.38 -6.87  0.1163
77 H 1.58 -4.90 -6.01  0.1168
78 H 3.80 -3.39 -4.56  0.1164
79 H 3.85 -2.61 -2.23  0.1011
80 H 2.27 -4.78 -1.31  0.1087
81 H 1.04 -6.90 -1.14  0.1016
82 H -1.07 -7.01 0.16  0.1015
83 H -1.91 -4.99 1.31  0.1040
84 H -0.65 -2.88 1.18  0.0758
85 H 3.06 -4.12 1.40  0.1064
86 H 5.33 -4.23 2.34  0.1061
87 H 6.99 -2.48 1.80  0.1032
88 H 6.35 -0.58 0.33  0.1071
89 H 4.10 -0.46 -0.61  0.1143
90 N 3.73 -0.45 3.46  0.1504
91 C 3.79 0.67 2.64  -0.5245
92 N 4.89 1.37 2.48  0.0317
93 N 4.53 2.35 1.62  -0.0915
94 N 3.29 2.25 1.31  -0.0868
95 N 2.76 1.16 1.96  -0.1503
96 C 2.66 -1.32 3.58  -0.5345
97 N 2.60 -2.23 4.53  0.0282
98 N 1.42 -2.86 4.31  -0.0873
99 N 0.81 -2.33 3.30  -0.0781
100 N 1.59 -1.34 2.79  -0.1464
101 H 4.57 -0.69 3.96  0.1353
102 C -1.69 0.43 5.22  0.0099
103 C -0.47 0.67 4.38  -0.4663
104 C 0.81 1.05 5.04  0.0094
105 O -0.54 0.51 3.17  -0.1295
106 H -1.87 1.30 5.86  0.0915
107 H -1.48 -0.42 5.89  0.1040
108 H -2.55 0.22 4.60  0.0745
109 H 0.63 1.63 5.94  0.0902
110 H 1.47 1.58 4.35  0.0798
111 H 1.30 0.11 5.34  0.0939

=====

# 4
A gas-phase ion, C7H15O4S (charge -1) in a non-equilibrium geometry. Source: the OMol25 dataset; level of theory: ωB97M-V/def2-TZVPD.

Output
**Gap between HOMO and LUMO**: 7.8 eV
**Lowest unoccupied orbital energy**: 3.301 eV
**Total charge**: -1
**Energy relative to the best compared isomer or geometry (same formula, charge and spin)**: 40.03 kcal/mol

Last column: natural (NBO) charge in e.
Cartesian coordinates (Å):
1 C 1.12 2.74 -0.21  -0.6106
2 C 0.05 0.12 -1.84  -0.5982
3 C 1.99 -0.24 -0.24  -0.6156
4 C -0.17 -1.10 1.90  -0.6996
5 C 0.30 1.45 0.29  -0.3869
6 C 0.48 0.06 -0.30  -0.1029
7 C -0.42 -0.94 0.34  0.5393
8 O -4.24 -1.16 -0.46  -0.9838
9 O -2.66 -2.83 0.42  -1.0339
10 O -0.22 -2.18 -0.28  -0.7935
11 O -1.70 -0.44 0.18  -0.8216
12 S -3.21 -1.48 0.55  1.6940
13 H 0.82 2.97 -1.39  0.1760
14 H 0.73 3.51 0.43  0.2125
15 H 2.12 2.56 -0.40  0.1976
16 H -0.95 0.52 -1.85  0.2281
17 H 0.02 -0.85 -2.20  0.2270
18 H 0.74 0.83 -2.42  0.1723
19 H 2.43 -0.05 0.70  0.1911
20 H 2.29 -1.36 -0.37  0.2300
21 H 2.39 0.54 -0.93  0.2020
22 H -0.24 -2.24 2.12  0.2229
23 H 0.85 -0.75 2.08  0.1947
24 H -1.08 -0.50 2.29  0.2326
25 H 0.49 1.50 1.41  0.1921
26 H -0.79 1.83 0.28  0.2286
27 H -1.15 -2.52 -0.09  0.5054